No. 1
{"formula": "C20H22N2O3", "method": "ωB97M-V/def2-TZVPD", "smiles": "Cc1ccc(C(=O)N/C(=C/c2ccco2)C(=O)N2CCCCC2)cc1", "lumo_energy_ev": 0.61, "elements": ["C", "C", "C", "C", "C", "C", "O", "N", "C", "C", "C", "C", "C", "C", "O", "C", "O", "N", "C", "C", "C", "C", "C", "C", "C", "H", "H", "H", "H", "H", "H", "H", "H", "H", "H", "H", "H", "H", "H", "H", "H", "H", "H", "H", "H", "H", "H"], "positions_angstrom": [[4.41942, -0.03430, -2.46226], [3.71047, 0.23701, -1.17100], [3.21337, 1.49947, -0.87381], [2.55941, 1.73836, 0.32055], [2.36273, 0.70391, 1.22721], [1.70548, 0.98101, 2.53047], [2.15343, 1.76455, 3.34363], [0.55327, 0.29785, 2.83312], [-0.33314, -0.42865, 2.05049], [-1.47740, -0.88376, 2.59551], [-2.52689, -1.60697, 1.93640], [-2.67386, -2.17302, 0.69136], [-3.96720, -2.73720, 0.66074], [-4.52096, -2.47934, 1.87765], [-3.66358, -1.80100, 2.65426], [0.00240, -0.69980, 0.60569], [0.46233, -1.77033, 0.25444], [-0.28042, 0.29815, -0.25171], [-0.94056, 1.53603, 0.08437], [-2.31237, 1.59052, -0.59128], [-2.14955, 1.43856, -2.10134], [-1.40804, 0.14083, -2.41149], [-0.07120, 0.11230, -1.67218], [2.88515, -0.55558, 0.95229], [3.55103, -0.77977, -0.23580], [5.46322, -0.28271, -2.27313], [3.96478, -0.88186, -2.97271], [4.38450, 0.83136, -3.11893], [3.34668, 2.30701, -1.58025], [2.19209, 2.72664, 0.55659], [0.23392, 0.47271, 3.78239], [-1.67887, -0.68020, 3.64048], [-1.94023, -2.21712, -0.08453], [-4.42007, -3.26447, -0.15395], [-5.47857, -2.71807, 2.29613], [-1.04605, 1.62241, 1.16554], [-0.32090, 2.36670, -0.27480], [-2.79887, 2.53671, -0.35147], [-2.92998, 0.77745, -0.20392], [-3.12732, 1.43702, -2.58536], [-1.58129, 2.28601, -2.49228], [-1.23127, 0.04797, -3.48361], [-2.01434, -0.70800, -2.09050], [0.43611, -0.84431, -1.80640], [0.58015, 0.91484, -2.03592], [2.76614, -1.35687, 1.66529], [3.94689, -1.76206, -0.44594]], "atomic_forces_ev_per_a": [[0.025, -0.016, 0.019], [-0.014, -0.071, 0.077], [-0.029, 0.040, 0.024], [-0.047, -0.026, 0.152], [0.453, 0.017, -0.111], [0.011, 0.150, 0.147], [0.072, 0.070, -0.077], [-0.117, -0.045, 0.534], [-0.608, -0.465, 0.172], [0.472, 0.305, 0.067], [0.117, -0.399, -1.101], [0.219, 0.308, 0.630], [-0.463, 0.073, 0.503], [-0.249, -0.422, -0.786], [0.208, 0.270, 0.386], [-0.168, 0.138, -0.158], [-0.067, -0.343, 0.166], [-0.028, 0.004, -0.105], [-0.408, 0.194, 0.229], [0.186, 0.179, -0.086], [-0.174, -0.233, 0.107], [0.160, 0.251, 0.005], [0.031, -0.417, -0.330], [0.010, 0.195, 0.104], [0.047, 0.108, -0.049], [0.075, -0.015, -0.064], [0.008, -0.040, -0.094], [0.021, 0.024, -0.076], [0.016, 0.064, -0.071], [-0.018, 0.102, 0.028], [0.157, 0.059, -0.205], [0.081, 0.069, 0.100], [0.237, -0.010, -0.120], [-0.149, -0.124, -0.118], [-0.086, 0.010, 0.148], [0.069, 0.039, -0.071], [0.021, 0.000, 0.061], [-0.037, 0.017, 0.050], [-0.038, -0.003, 0.071], [0.008, 0.076, -0.050], [0.004, 0.076, -0.063], [0.004, -0.066, -0.033], [-0.011, -0.085, -0.020], [0.013, 0.171, -0.023], [0.008, -0.015, 0.022], [-0.060, -0.087, 0.038], [0.038, -0.127, -0.028]]}


No. 2
{"formula": "C20H22N2O3", "method": "ωB97M-V/def2-TZVPD", "lumo_energy_ev": 0.23, "elements": ["C", "C", "C", "C", "C", "C", "C", "C", "C", "O", "C", "C", "O", "N", "N", "C", "C", "C", "C", "C", "C", "C", "O", "C", "C", "H", "H", "H", "H", "H", "H", "H", "H", "H", "H", "H", "H", "H", "H", "H", "H", "H", "H", "H", "H", "H", "H"], "positions_angstrom": [[4.20698, -3.24213, 3.49468], [3.60773, -2.28161, 2.74388], [3.36086, -0.94244, 3.35762], [2.05685, -0.62728, 3.51770], [1.52636, -0.92309, 4.62536], [0.14157, -0.48955, 4.91835], [-0.50077, 0.08920, 3.86705], [-0.01922, 0.00607, 2.58686], [1.34903, -0.25729, 2.50198], [2.08242, 0.01426, 1.27130], [1.29111, 0.50630, 0.35137], [2.44878, 0.63609, -0.77690], [3.81328, 0.66101, -0.86953], [1.83950, 1.11111, -2.05148], [0.61676, 0.98724, -2.32841], [0.20930, 1.53265, -3.35342], [-1.14645, 1.54370, -3.83674], [-1.59074, 1.99460, -4.97266], [-3.13133, 1.92315, -5.42118], [-3.97502, 1.65153, -4.38913], [-3.56718, 0.98844, -3.21479], [-2.27563, 1.13175, -2.63831], [-1.92268, 0.63795, -1.54391], [-2.74102, 0.15096, -0.58102], [-3.25603, -1.67283, -1.08787], [-3.81238, -1.83846, -0.39474], [-3.48159, -1.40748, -2.15540], [-2.36758, -2.06524, -1.14878], [-2.11655, 0.08797, 0.31795], [-3.61225, 0.71528, -0.60753], [-4.47686, 0.70800, -2.51842], [-4.95991, 1.46505, -4.77212], [-3.31446, 2.35445, -6.34701], [-0.77340, 2.23442, -5.74700], [0.89219, 1.70150, -4.26296], [2.37508, 1.30683, -2.77983], [0.63979, -0.29812, -0.27395], [0.93794, 1.75178, 0.50599], [-0.60036, 0.50965, 1.79676], [-1.75956, 0.19621, 4.07302], [-0.44087, -0.50401, 5.79074], [1.95624, -1.00152, 5.85900], [4.06721, -0.21879, 2.83087], [4.15761, -0.85398, 4.39863], [3.29067, -2.54743, 1.96632], [4.29450, -4.27146, 2.89946], [4.68008, -3.15446, 4.39820]], "atomic_forces_ev_per_a": [[-1.335, -1.865, -5.559], [5.549, 1.896, 13.875], [11.346, 0.277, 0.736], [1.959, -0.082, -0.509], [-6.417, 0.794, 13.121], [2.580, -0.209, -2.464], [-5.786, -1.549, 1.030], [0.885, 1.905, -0.955], [-3.286, 2.636, -6.367], [-0.937, -2.025, 5.786], [1.346, 2.159, -6.088], [4.781, 3.121, -4.942], [-8.206, -0.692, 1.766], [2.612, -2.729, 6.995], [-3.648, -0.201, 2.745], [-0.366, 0.088, -5.696], [-2.735, -1.418, 7.211], [-2.663, 0.183, -5.038], [5.409, 1.020, 3.893], [0.441, -1.840, -2.714], [-0.802, 1.176, 3.912], [-1.575, 0.617, -8.338], [3.600, -0.281, 1.879], [-0.057, -4.604, -0.464], [4.121, 9.186, -8.200], [-7.093, -2.698, 7.466], [-1.004, -0.716, 1.308], [4.732, -2.696, 0.400], [-0.807, 0.071, -0.060], [-1.794, 0.843, 0.908], [2.055, 0.266, -1.341], [-0.946, 0.397, 0.613], [-0.794, 0.421, -1.472], [-1.506, -0.121, 1.020], [-0.033, 0.600, 1.424], [3.983, 1.161, -3.584], [0.289, 2.170, 2.037], [0.344, -3.906, -0.426], [0.516, -0.749, 0.244], [3.760, 0.378, -0.899], [0.233, -0.515, 1.569], [-0.005, -0.588, -4.424], [-1.651, -0.380, -0.219], [-3.020, -0.692, -2.348], [-4.908, -3.259, -11.755], [0.030, 2.076, 1.732], [0.802, 0.373, 2.192]]}


Looking at ΔE to the lowest compared entry with this formula, charge and spin for the records above, in order, we have 39.89; 445.41 kcal per mole.
Looking at E_HOMO for the records above, in order, we have -7.7; -7.9 eV.
Looking at HOMO-LUMO gap for the records above, in order, we have 8.27; 8.15 eV.